DFT (the ωB97M-V functional and the def2-TZVPD basis) results for a 16-piece molecular cluster, C74H196N16O21 overall in a non-equilibrium geometry.

Properties
Relative energy (zero: lowest compared OMol25 entry of this formula, charge and spin) = 132.5 kcal per mole
HOMO level = -8.20 eV
E_tot = -146738.4539 eV
LUMO = 0.558 eV
Frontier orbital gap = 8.76 eV

Structure (ORCA input):
```
! RIJCOSX wB97M-V def2-TZVPD def2/J DEFGRID3
* xyz 0 1
C 6.02 -0.38 -5.80
C 5.49 -0.96 -7.08
C 5.72 0.16 -8.23
O 4.96 1.31 -8.05
C 5.79 2.50 -8.10
N 6.24 -2.17 -7.50
H 6.03 -1.10 -4.94
H 5.45 0.50 -5.50
H 7.12 -0.15 -6.04
H 4.44 -1.21 -6.92
H 5.48 -0.28 -9.21
H 6.76 0.39 -8.08
H 5.13 3.34 -8.18
H 6.42 2.60 -8.95
H 6.40 2.46 -7.17
H 7.07 -1.93 -7.97
H 5.64 -2.60 -8.19
C 2.35 7.04 -5.49
C 1.95 7.16 -3.98
C 0.80 6.16 -3.66
O -0.39 6.67 -4.27
C -1.24 5.63 -4.56
N 3.07 6.97 -3.06
H 3.06 7.86 -5.80
H 1.44 7.10 -6.13
H 2.80 6.04 -5.84
H 1.54 8.12 -3.84
H 0.67 6.14 -2.53
H 1.06 5.18 -3.95
H -2.26 5.97 -4.85
H -1.45 5.00 -3.60
H -0.93 4.94 -5.34
H 3.73 7.70 -3.17
H 3.55 6.11 -3.20
C -2.73 3.94 6.10
C -2.15 4.16 4.67
C -2.62 5.43 4.03
O -1.95 6.50 4.82
C -2.42 7.73 4.38
N -0.71 4.00 4.58
H -2.83 4.91 6.55
H -2.04 3.31 6.62
H -3.71 3.52 5.98
H -2.56 3.32 4.10
H -3.65 5.73 4.05
H -2.23 5.54 3.05
H -2.25 7.89 3.31
H -1.78 8.50 4.81
H -3.44 7.98 4.56
H -0.13 4.78 4.93
H -0.51 3.92 3.63
C 1.03 3.22 -6.28
C 0.76 2.14 -7.30
C 0.78 2.81 -8.68
O -0.38 3.63 -8.79
C -1.59 2.92 -9.14
N 1.66 1.02 -7.05
H 1.35 2.80 -5.33
H 0.25 3.96 -6.18
H 1.86 3.72 -6.68
H -0.24 1.85 -7.17
H 0.85 2.02 -9.45
H 1.62 3.46 -8.77
H -1.66 2.78 -10.20
H -2.44 3.59 -8.88
H -1.73 1.95 -8.65
H 1.35 0.28 -7.69
H 2.61 1.33 -7.31
C 4.60 2.75 5.49
C 3.21 3.19 5.24
C 3.16 4.21 4.04
O 1.87 4.91 3.99
C 1.87 5.94 3.00
N 2.27 2.12 5.00
H 4.78 2.26 6.53
H 5.34 3.60 5.37
H 4.87 2.00 4.76
H 2.93 3.77 6.11
H 3.35 3.73 3.06
H 3.94 4.95 4.32
H 0.85 6.37 2.97
H 2.29 5.56 2.16
H 2.51 6.80 3.31
H 1.32 2.47 5.01
H 2.34 1.37 5.70
C 4.33 5.00 -0.17
C 4.61 4.04 -1.30
C 5.04 2.65 -0.69
O 5.56 1.84 -1.77
C 6.58 1.02 -1.29
N 3.43 3.79 -2.20
H 4.21 6.00 -0.56
H 5.17 4.88 0.48
H 3.41 4.58 0.30
H 5.48 4.37 -1.88
H 4.11 2.29 -0.28
H 5.76 2.57 0.15
H 6.24 0.45 -0.47
H 7.46 1.63 -1.06
H 6.82 0.37 -2.13
H 3.51 3.00 -2.80
H 2.74 3.63 -1.49
C -1.64 -3.66 0.41
C -0.16 -3.82 0.22
C 0.18 -3.39 -1.17
O -0.32 -4.14 -2.29
C 0.06 -5.52 -2.44
N 0.58 -2.97 1.15
H -1.86 -2.64 0.18
H -1.98 -3.96 1.36
H -2.24 -4.20 -0.37
H 0.28 -4.86 0.38
H 1.30 -3.43 -1.29
H -0.22 -2.36 -1.33
H -0.51 -5.97 -3.24
H -0.21 -6.18 -1.57
H 1.11 -5.65 -2.67
H 0.41 -1.99 0.92
H 1.59 -3.17 1.08
C -2.49 0.78 -5.09
C -1.78 -0.55 -5.02
C -2.66 -1.70 -5.53
O -3.73 -1.90 -4.58
C -3.36 -2.74 -3.47
N -0.64 -0.42 -5.88
H -3.35 0.91 -4.48
H -2.82 0.95 -6.16
H -1.81 1.65 -4.80
H -1.48 -0.71 -4.02
H -2.14 -2.67 -5.67
H -3.11 -1.46 -6.50
H -2.93 -3.68 -3.82
H -4.31 -3.01 -2.96
H -2.60 -2.35 -2.71
H 0.03 0.25 -5.55
H -0.11 -1.28 -5.92
C 2.75 -1.69 -3.69
C 2.90 -3.02 -4.44
C 3.50 -4.14 -3.52
O 4.85 -3.93 -3.05
C 5.89 -3.97 -4.05
N 1.55 -3.40 -4.94
H 2.25 -1.02 -4.46
H 3.72 -1.34 -3.37
H 2.04 -1.85 -2.89
H 3.58 -2.84 -5.29
H 3.53 -5.08 -4.10
H 2.86 -4.28 -2.66
H 5.58 -3.40 -4.97
H 6.15 -4.95 -4.46
H 6.75 -3.47 -3.56
H 1.66 -4.19 -5.54
H 0.87 -3.69 -4.20
C 3.55 -5.36 2.59
C 3.96 -5.70 1.14
C 4.55 -4.43 0.41
O 3.58 -3.47 0.22
C 4.18 -2.27 -0.24
N 5.00 -6.65 1.12
H 3.00 -6.19 2.99
H 2.91 -4.49 2.57
H 4.35 -5.12 3.30
H 3.00 -5.88 0.58
H 4.96 -4.69 -0.57
H 5.36 -4.08 1.00
H 3.40 -1.48 -0.27
H 4.51 -2.32 -1.27
H 5.02 -2.06 0.39
H 5.27 -6.99 0.18
H 4.87 -7.31 1.84
C -4.96 2.07 3.52
C -6.34 1.85 4.07
C -6.33 1.84 5.62
O -5.64 0.73 6.04
C -5.20 0.84 7.38
N -7.20 2.89 3.51
H -4.57 2.99 3.81
H -4.80 2.08 2.48
H -4.28 1.36 4.06
H -6.65 0.82 3.78
H -7.36 1.95 5.98
H -5.74 2.74 5.89
H -6.01 0.97 8.13
H -4.51 1.73 7.36
H -4.59 -0.01 7.62
H -8.15 2.81 3.87
H -6.92 3.80 3.88
C -3.58 -2.70 10.95
O -4.42 -2.88 9.81
C -3.78 -2.82 8.59
C -4.66 -3.32 7.51
N -4.33 -2.79 6.09
C -5.31 -3.23 5.10
C -5.30 -4.73 4.91
O -3.98 -5.22 4.80
C -4.01 -6.57 4.41
H -2.63 -3.23 10.88
H -4.01 -3.21 11.83
H -3.35 -1.67 11.08
H -2.88 -3.45 8.65
H -3.42 -1.79 8.43
H -5.66 -3.07 7.96
H -4.72 -4.46 7.51
H -3.44 -3.12 5.84
H -5.08 -2.73 4.13
H -6.33 -2.94 5.44
H -5.84 -4.93 4.02
H -5.76 -5.20 5.76
H -4.62 -7.04 5.19
H -2.97 -6.95 4.49
H -4.51 -6.70 3.38
C -2.68 -1.25 3.44
O -1.83 -0.55 2.61
C -0.53 -0.38 3.16
C 0.25 0.67 2.33
N 0.53 0.39 0.92
C 1.52 1.28 0.38
C 1.79 0.92 -1.09
O 1.04 1.91 -1.79
C 0.58 1.58 -3.11
H -3.61 -1.51 2.86
H -2.97 -0.79 4.42
H -2.27 -2.16 3.85
H -0.07 -1.38 3.27
H -0.51 -0.03 4.19
H 1.19 0.74 2.96
H -0.19 1.65 2.54
H -0.34 0.38 0.41
H 2.45 0.96 1.02
H 1.26 2.39 0.47
H 1.45 -0.07 -1.40
H 2.86 1.07 -1.25
H 0.20 2.57 -3.47
H -0.18 0.77 -3.01
H 1.43 1.19 -3.67
C -7.61 -1.40 1.78
O -7.08 -2.68 1.89
C -5.92 -2.83 1.12
C -5.35 -4.19 1.07
N -6.21 -5.20 0.51
C -6.26 -5.38 -0.91
C -5.30 -6.39 -1.54
O -5.39 -6.31 -2.91
C -4.43 -7.10 -3.52
H -6.86 -0.65 1.63
H -8.06 -1.07 2.72
H -8.33 -1.30 0.93
H -5.19 -2.13 1.53
H -6.08 -2.47 0.11
H -4.92 -4.42 2.05
H -4.50 -4.05 0.43
H -7.18 -5.02 0.83
H -6.13 -4.42 -1.56
H -7.34 -5.57 -1.11
H -5.62 -7.35 -1.11
H -4.28 -6.20 -1.18
H -3.47 -6.56 -3.40
H -4.67 -7.05 -4.53
H -4.40 -8.16 -3.16
C -5.55 0.34 -1.59
O -4.87 0.27 -0.35
C -3.68 -0.54 -0.26
C -2.53 0.08 -0.96
N -2.15 1.39 -0.44
C -2.63 2.53 -1.22
C -2.35 3.72 -0.36
O -3.13 3.71 0.85
C -4.42 4.23 0.69
H -5.05 0.84 -2.41
H -6.39 0.88 -1.25
H -5.90 -0.58 -1.94
H -3.80 -1.56 -0.66
H -3.46 -0.50 0.80
H -2.73 0.12 -2.03
H -1.67 -0.68 -0.83
H -2.38 1.37 0.54
H -3.68 2.58 -1.51
H -1.96 2.61 -2.09
H -2.49 4.64 -0.97
H -1.31 3.70 -0.03
H -4.92 4.32 1.69
H -5.11 3.48 0.19
H -4.43 5.19 0.16
C 2.44 -1.62 6.50
O 2.72 -1.19 5.21
C 3.45 -2.08 4.42
C 3.78 -1.39 3.01
N 4.30 -0.08 3.34
C 5.06 0.47 2.17
C 6.56 0.08 2.41
O 6.79 -1.27 2.09
C 7.88 -1.83 2.80
H 3.32 -1.82 7.10
H 1.76 -2.53 6.51
H 1.85 -0.81 6.90
H 2.87 -2.97 4.13
H 4.37 -2.43 4.96
H 3.00 -1.34 2.29
H 4.56 -1.99 2.57
H 3.56 0.42 3.82
H 5.15 1.54 2.11
H 4.64 0.05 1.26
H 6.63 0.17 3.54
H 7.22 0.79 1.90
H 8.76 -1.19 2.69
H 8.02 -2.84 2.54
H 7.73 -1.85 3.88
*
```

Löwdin atomic charge list, values in e, 99 entries: number 1, C, carries -0.0777; number 2, C, carries -0.4148; number 3, C, carries -0.2092; number 4, O, carries -0.2079; number 5, C, carries -0.0723; number 6, N, carries 0.0489; number 7, H, carries 0.0705; number 8, H, carries 0.0795; number 9, H, carries 0.1078; number 10, H, carries 0.1247; number 11, H, carries 0.1257; number 12, H, carries 0.0964; number 13, H, carries 0.0788; number 14, H, carries 0.0717; number 15, H, carries 0.1014; number 16, H, carries 0.0421; number 17, H, carries 0.0677; number 18, C, carries -0.0668; number 19, C, carries -0.3879; number 20, C, carries -0.1868; number 21, O, carries -0.1722; number 22, C, carries -0.1486; number 23, N, carries 0.0474; number 24, H, carries 0.0759; number 25, H, carries 0.0727; number 26, H, carries 0.0809; number 27, H, carries 0.1117; number 28, H, carries 0.1408; number 29, H, carries 0.0786; number 30, H, carries 0.0965; number 31, H, carries 0.1061; number 32, H, carries 0.0493; number 33, H, carries 0.0554; number 34, H, carries 0.0283; number 35, C, carries -0.0185; number 36, C, carries -0.4152; number 37, C, carries -0.1433; number 38, O, carries -0.1958; number 39, C, carries -0.1533; number 40, N, carries 0.0674; number 41, H, carries 0.0649; number 42, H, carries 0.0713; number 43, H, carries 0.0322; number 44, H, carries 0.1143; number 45, H, carries 0.1145; number 46, H, carries 0.1028; number 47, H, carries 0.0853; number 48, H, carries 0.0861; number 49, H, carries 0.0747; number 50, H, carries 0.0832; number 51, H, carries 0.0371; number 52, C, carries -0.0454; number 53, C, carries -0.4523; number 54, C, carries -0.1929; number 55, O, carries -0.1814; number 56, C, carries -0.0799; number 57, N, carries 0.0579; number 58, H, carries 0.0577; number 59, H, carries 0.0527; number 60, H, carries 0.0514; number 61, H, carries 0.0834; number 62, H, carries 0.1280; number 63, H, carries 0.1088; number 64, H, carries 0.0727; number 65, H, carries 0.0938; number 66, H, carries 0.0782; number 67, H, carries 0.0806; number 68, H, carries 0.0735; number 69, C, carries -0.0754; number 70, C, carries -0.4617; number 71, C, carries -0.1339; number 72, O, carries -0.2340; number 73, C, carries -0.0854; number 74, N, carries 0.0643; number 75, H, carries 0.1161; number 76, H, carries 0.0929; number 77, H, carries 0.0440; number 78, H, carries 0.1255; number 79, H, carries 0.1244; number 80, H, carries 0.1195; number 81, H, carries 0.0938; number 82, H, carries 0.0249; number 83, H, carries 0.0991; number 84, H, carries 0.0598; number 85, H, carries 0.0720; number 86, C, carries -0.0521; number 87, C, carries -0.3981; number 88, C, carries -0.1802; number 89, O, carries -0.1895; number 90, C, carries -0.1180; number 91, N, carries 0.0845; number 92, H, carries 0.0669; number 93, H, carries 0.0745; number 94, H, carries 0.0782; number 95, H, carries 0.1336; number 96, H, carries 0.0799; number 97, H, carries 0.1121; number 98, H, carries 0.0568; number 99, H, carries 0.0989